# 1
{
  "formula": "C20H45BiN2OP3S",
  "method": "ωB97M-V/def2-TZVPD",
  "symbols": ["Bi", "P", "P", "P", "H", "C", "C", "H", "C", "C", "C", "C", "C", "C", "C", "C", "C", "H", "H", "H", "H", "H", "H", "H", "H", "H", "H", "H", "H", "H", "H", "H", "H", "H", "H", "H", "H", "H", "H", "H", "H", "H", "H", "H", "H", "H", "C", "C", "C", "C", "C", "C", "O", "H", "H", "H", "H", "H", "H", "C", "N", "C", "S", "N", "C", "H", "H", "H", "H", "H", "H", "H", "H"],
  "coordinates": [[0.0597, -0.0024, 0.5130], [0.3350, -2.3049, -0.6483], [2.5533, -0.0688, 1.5407], [-2.4285, 0.4679, -0.2267], [1.6350, 2.1494, -0.1845], [0.5688, 2.2836, 0.0399], [0.1052, 2.4304, 1.3552], [0.7933, 2.5062, 2.1855], [0.9643, -1.7177, -2.2354], [1.4905, -3.3753, 0.2086], [-1.2671, -3.0957, -0.8090], [3.0464, 1.4760, 2.3544], [3.0621, -1.4059, 2.6538], [3.4979, -0.1736, -0.0157], [-2.9413, 2.1469, 0.2025], [-3.6803, -0.7234, 0.2980], [-2.1256, 0.3942, -2.0149], [-0.1095, 2.3509, -0.8201], [-0.9359, 2.6183, 1.5877], [1.0411, -2.7021, -2.7244], [1.9481, -1.2228, -2.1152], [0.2320, -1.0566, -2.7400], [1.4491, -4.2034, -0.5243], [1.0622, -3.6515, 1.1968], [2.4994, -2.9227, 0.2919], [-0.9128, -3.9684, -1.3879], [-1.9902, -2.4762, -1.3756], [-1.6416, -3.3751, 0.1989], [4.1265, 1.3102, 2.5042], [2.5235, 1.5879, 3.3231], [2.8659, 2.3425, 1.6969], [4.1528, -1.4458, 2.4708], [2.5612, -2.3571, 2.3973], [2.8182, -1.0989, 3.6878], [4.5247, 0.0105, 0.3394], [3.1775, 0.6229, -0.7154], [3.4026, -1.1714, -0.4821], [-3.8820, 2.1928, -0.3741], [-2.2006, 2.8917, -0.1451], [-3.1069, 2.2080, 1.2972], [-4.5057, -0.3996, -0.3667], [-3.8794, -0.5351, 1.3755], [-3.3453, -1.7655, 0.1115], [-3.0967, 0.7481, -2.3885], [-1.9066, -0.6294, -2.3638], [-1.3172, 1.0855, -2.3178], [-1.0274, 0.0114, -6.6482], [-0.3383, 0.3994, -7.8224], [-0.1690, 1.7619, -8.0700], [-0.6775, 2.7178, -7.1752], [-1.3614, 2.3153, -6.0193], [-1.5413, 0.9584, -5.7502], [-1.2167, -1.2994, -6.3114], [-0.8275, -1.8566, -7.0078], [0.0478, -0.3662, -8.5010], [0.3635, 2.0821, -8.9686], [-0.5396, 3.7812, -7.3811], [-1.7623, 3.0501, -5.3185], [-2.0755, 0.6022, -4.8671], [1.0573, 1.2068, 6.6605], [0.3384, 1.1128, 5.3660], [-0.0034, -0.0030, 4.7099], [-0.1954, -0.0547, 3.0273], [-0.2928, -1.1353, 5.3881], [-1.0358, -1.2211, 6.6727], [1.0975, 0.1813, 7.0682], [0.4420, 1.8815, 7.2936], [2.0787, 1.6414, 6.5163], [0.5014, 1.8528, 4.6960], [-0.5360, -1.8352, 4.6913], [-2.0612, -1.6469, 6.5198], [-0.4229, -1.9142, 7.2861], [-1.0656, -0.1982, 7.0898]],
  "atomic_forces_ev_per_a": [[0.9, -1.5, -1.3], [-0.4, 1.8, 1.2], [-0.7, -0.2, -0.2], [0.6, -0.4, 1.0], [-0.5, 0.5, 0.1], [-0.5, 1.3, 1.6], [1.0, 2.2, -1.7], [-0.1, 0.0, -0.2], [-0.1, -1.0, 0.0], [-0.4, -0.5, -0.7], [0.7, -0.7, -0.4], [0.4, -0.3, -0.1], [0.3, 0.2, -0.3], [0.5, 0.2, 0.7], [-0.4, -0.5, -0.3], [-0.1, 0.6, -0.4], [-0.5, 0.2, 0.2], [0.3, 0.3, 0.3], [0.2, 0.0, -0.1], [0.4, 0.7, -0.9], [-0.6, -0.4, -0.2], [0.5, -0.5, 0.2], [0.8, -0.4, 0.9], [0.4, 0.0, -0.7], [-0.7, -0.5, -0.2], [-1.3, -0.2, 0.1], [0.5, -0.6, 0.3], [0.2, 0.0, -0.8], [-0.2, 0.6, 0.2], [0.4, -0.1, -0.5], [0.3, -0.3, 0.4], [-0.4, -0.5, 0.6], [0.5, 0.6, 0.3], [0.3, -0.3, -0.5], [0.0, -0.2, -0.8], [0.3, -0.4, 0.3], [0.2, 0.6, 0.3], [0.1, 0.8, 0.5], [-0.6, -0.3, 0.1], [-0.1, 0.1, -0.7], [-0.3, -0.8, 0.7], [-0.1, -0.2, -0.8], [-0.5, 0.8, 0.1], [0.4, -0.1, -0.7], [-0.3, 0.6, 0.1], [-0.5, -0.3, 0.0], [0.2, 0.6, -0.3], [-0.5, 0.0, 0.9], [-0.2, 0.0, 0.3], [0.0, -0.1, 0.1], [0.2, -0.1, -0.3], [0.4, -0.1, -0.5], [0.3, -0.4, -0.4], [-0.3, 0.2, 0.3], [-0.1, 0.3, 0.2], [-0.2, -0.1, 0.3], [-0.1, -0.4, 0.0], [0.1, -0.1, -0.3], [0.0, 0.1, -0.3], [-0.5, 0.2, 0.1], [0.6, -0.3, -1.4], [-0.4, -0.3, 2.7], [-1.0, -0.3, 1.0], [-0.5, 0.4, -1.5], [0.6, -0.3, 0.2], [0.2, 0.8, 0.1], [0.7, -0.6, -0.1], [-0.9, -0.5, 0.1], [-0.1, 0.3, 0.4], [0.1, -0.2, 0.6], [1.0, 0.5, 0.0], [-0.8, 0.6, 0.1], [-0.3, -0.8, 0.1]],
  "multiplicity": 1,
  "homo_lumo_gap_ev": [3.261, 3.518],
  "e_homo_ev": [-13.911, -13.911],
  "charge": 3
}

=====

# 2
{
  "formula": "C4H2ClF3O",
  "method": "ωB97M-V/def2-TZVPD",
  "symbols": ["F", "C", "F", "C", "F", "Cl", "C", "C", "O", "H", "H"],
  "coordinates": [[0.7854, -1.1013, 2.1522], [0.8528, -0.1722, 1.2625], [1.6025, -0.4449, 0.1563], [0.2542, 1.0282, 1.3077], [0.4547, 1.8071, 0.2296], [-0.5208, 1.5987, 2.7067], [-0.6991, -0.0383, -1.6647], [-0.7664, -1.2584, -1.3835], [-0.7891, -2.4052, -1.3043], [-0.8897, 0.7684, -0.9149], [-0.2845, 0.2179, -2.5475]],
  "atomic_forces_ev_per_a": [[0.2, -0.5, 0.2], [0.3, 1.7, -2.1], [-0.7, -0.4, 1.8], [1.2, -1.5, -0.1], [-0.3, 0.6, 1.0], [-0.2, 0.3, -0.4], [-1.4, 4.0, 3.0], [-0.1, -2.6, -0.3], [-0.2, -1.3, 0.7], [0.0, -1.1, -1.1], [1.2, 0.8, -2.8]],
  "multiplicity": 1,
  "homo_lumo_gap_ev": 9.946,
  "smiles": "FC(F)=C(F)Cl.C=C=O",
  "e_homo_ev": -9.354
}

=====

# 3
{
  "formula": "C24H26N2O8Pd",
  "method": "ωB97M-V/def2-TZVPD",
  "symbols": ["Pd", "O", "C", "O", "C", "C", "C", "C", "C", "O", "C", "C", "O", "O", "H", "H", "H", "H", "H", "H", "H", "H", "C", "O", "C", "C", "C", "C", "C", "C", "N", "C", "C", "C", "C", "C", "C", "C", "O", "H", "H", "H", "H", "H", "H", "H", "H", "H", "H", "H", "H", "H", "C", "C", "N", "O", "H", "H", "H", "H", "H"],
  "coordinates": [[-0.2223, 0.9622, -0.7725], [-2.7490, 4.2336, -1.5771], [-2.2412, 3.3034, -0.9739], [-1.3543, 2.5015, -1.5233], [-2.6216, 2.8746, 0.4475], [-3.1384, 1.4318, 0.3580], [-4.0379, 1.0595, 1.5347], [-3.0039, 0.9327, 2.7615], [-1.6904, 1.2199, 2.0136], [-2.0032, 0.6176, 0.6652], [-1.5076, 2.6777, 1.5701], [-0.0630, 2.9722, 1.2131], [0.3034, 4.1364, 1.2637], [0.6949, 1.9790, 0.8241], [-3.3909, 3.4981, 0.8554], [-3.5429, 1.1052, -0.6233], [-4.4720, 0.0644, 1.3612], [-4.8790, 1.7441, 1.7128], [-3.0257, -0.0755, 3.1675], [-3.1032, 1.6740, 3.5522], [-0.7814, 0.7025, 2.3646], [-1.7672, 3.4027, 2.2913], [0.3389, -3.1673, 2.3011], [0.5538, -3.7275, 1.0098], [-0.4662, -3.4437, 0.1056], [-1.7908, -3.2963, 0.5253], [-2.7923, -3.0056, -0.4011], [-2.5025, -2.8432, -1.7383], [-1.2094, -3.0006, -2.1795], [-0.1888, -3.2269, -1.2610], [1.1496, -3.3227, -1.7746], [2.3280, -2.7882, -1.4739], [2.7844, -1.8352, -0.5591], [4.2382, -1.6883, -0.4853], [4.7897, -0.8653, 0.4157], [3.9560, -0.0814, 1.2783], [2.5921, -0.1237, 1.1673], [1.9403, -0.9814, 0.1919], [0.6703, -0.9811, 0.0111], [1.2770, -2.8636, 2.6901], [-0.0523, -3.9386, 2.9320], [-0.3606, -2.3698, 2.3354], [-2.0950, -3.4845, 1.5280], [-3.8284, -2.9429, -0.1611], [-3.2931, -2.5905, -2.3989], [-0.9107, -2.9057, -3.1963], [1.2677, -4.0431, -2.4688], [3.0621, -3.2579, -2.0871], [4.8661, -2.3068, -1.1133], [5.8973, -0.8359, 0.4843], [4.4656, 0.4811, 2.0590], [1.9234, 0.4247, 1.7623], [1.5058, 3.6552, -2.0976], [2.1014, 2.3026, -2.3818], [3.3116, 2.3183, -2.9374], [1.5513, 1.2256, -2.1279], [2.1286, 4.4651, -2.5101], [1.4044, 3.8455, -1.0221], [0.4996, 3.6859, -2.4346], [3.7502, 3.0946, -3.3510], [3.7337, 1.4015, -3.1229]],
  "atomic_forces_ev_per_a": [[-0.1, -0.6, 0.7], [-0.1, -0.4, 0.7], [1.1, -0.3, -0.4], [-0.5, 0.8, -0.4], [0.4, -0.8, 0.0], [-0.7, -0.7, 0.0], [-0.2, -0.2, 1.1], [0.0, 0.7, -1.4], [-0.3, -0.9, -1.3], [0.9, -0.2, 0.5], [-0.3, -0.6, -0.5], [0.4, 0.5, -1.1], [0.2, -0.2, 0.2], [-0.3, 0.6, 0.3], [-0.4, 0.6, 0.0], [0.3, 0.4, 0.6], [0.1, 0.3, 0.0], [0.4, 0.0, 0.0], [0.1, 0.1, 0.1], [-0.4, -0.1, 0.0], [-0.5, 0.4, -0.1], [-0.1, 0.6, 1.2], [0.0, -1.1, 0.0], [-0.9, 0.8, -1.5], [0.2, 0.4, 0.4], [-0.3, -0.3, -1.1], [0.7, -0.1, -0.1], [0.3, -0.2, 0.2], [0.8, 0.0, 0.9], [0.3, -0.4, 0.7], [-0.1, -0.2, 0.1], [-0.5, 0.4, 0.8], [1.0, -0.6, -1.1], [-1.3, -0.5, -0.1], [1.2, 0.4, 0.3], [-0.2, -0.5, 0.0], [0.8, -1.0, -0.7], [-0.7, 0.5, 0.4], [0.9, 0.4, 0.0], [0.9, 0.4, 0.2], [-0.2, -0.6, 0.6], [-0.4, 1.0, -0.4], [0.1, 0.0, 0.7], [-0.5, 0.1, 0.7], [-0.5, 0.1, -0.7], [-0.1, 0.2, -0.7], [-0.4, 0.0, -0.1], [0.8, -0.1, -0.2], [-0.1, -0.1, -0.1], [-0.9, 0.2, 0.1], [-0.4, 0.2, -0.2], [-0.4, 0.8, 0.8], [0.9, 0.2, 0.5], [-0.6, 1.1, 0.4], [0.7, -2.4, -0.2], [0.0, -0.2, 0.1], [-0.4, -0.3, 0.0], [0.3, -0.3, 0.0], [-0.9, 0.1, -0.6], [0.2, 1.0, -0.2], [-0.3, 0.7, 0.1]],
  "multiplicity": 3,
  "homo_lumo_gap_ev": [7.323, 7.663],
  "e_homo_ev": [-7.955, -8.350],
  "s_squared": 2.00
}

=====

no.,total energy (hartree)
1,-2609.5358
2,-988.5453
3,-1769.4190